Entry 1:
{"formula": "C45H55AsOP2SSe2Si3Te2Ti", "method": "ωB97M-V/def2-TZVPD", "homo_energy_ev": [-6.144, -6.291], "fmax_ev_per_a": 1.29, "gap_ha": [0.2258, 0.2268], "s_squared": 2.02, "spin_multiplicity": 3, "e_lumo_ev": [-0.001, -0.118], "symbols": ["H", "C", "H", "H", "C", "H", "C", "H", "C", "C", "H", "H", "C", "Ti", "H", "H", "C", "H", "H", "H", "H", "C", "C", "H", "C", "C", "H", "H", "As", "H", "H", "C", "C", "H", "C", "C", "Si", "H", "C", "H", "C", "C", "H", "H", "H", "H", "C", "H", "C", "H", "C", "C", "C", "C", "H", "C", "C", "C", "Te", "C", "C", "C", "C", "Se", "C", "H", "H", "C", "Te", "Si", "C", "H", "C", "H", "C", "H", "C", "C", "C", "O", "H", "H", "C", "H", "H", "H", "H", "H", "H", "S", "C", "H", "H", "H", "C", "Se", "H", "H", "C", "H", "C", "H", "H", "P", "H", "H", "P", "Si", "H", "C", "H", "H", "H"], "coordinates": [[-0.01, -0.18, -1.88], [-2.65, 3.30, -1.83], [3.56, 5.19, 2.16], [-4.67, -0.77, 4.23], [1.22, 2.97, -1.92], [-6.08, 1.52, -0.45], [3.13, -2.55, -1.03], [1.66, -5.42, -1.04], [-1.08, -3.78, -4.00], [-0.08, 1.15, -3.56], [5.68, 3.03, -1.79], [2.65, -3.65, -2.82], [0.73, 2.58, 2.37], [-0.13, -0.68, 0.86], [-5.53, -1.03, 1.17], [-5.93, 0.87, -2.08], [4.19, -2.05, -0.27], [3.31, 2.45, -1.88], [-0.02, -2.21, -5.00], [3.36, 3.48, 0.44], [0.02, 2.67, -5.07], [0.89, 3.31, -3.22], [-3.29, -0.77, -2.17], [-3.93, -1.62, 2.86], [1.63, 2.52, 1.30], [-1.24, -4.47, -2.81], [1.12, 4.31, -3.59], [4.97, -3.89, -3.55], [-2.34, 0.92, 0.69], [2.03, -3.05, 2.51], [-4.53, 4.90, 0.04], [2.07, -6.48, 0.76], [-0.49, -4.13, -1.69], [-1.66, -4.06, -4.87], [-5.31, 1.57, 2.62], [2.03, -4.01, 2.01], [-4.11, -0.01, -0.65], [-1.77, 5.53, 0.15], [-5.18, -1.33, 0.17], [-1.42, 4.72, 1.68], [2.32, -6.39, 2.13], [-4.34, 3.99, 0.63], [6.30, -1.81, -0.06], [-1.61, 1.49, 4.20], [0.18, 3.53, 4.20], [-2.93, -1.06, 4.20], [-5.37, 1.29, -1.24], [6.23, 0.26, 1.44], [1.81, -5.34, 0.02], [1.32, -1.61, -3.03], [0.26, 2.40, -4.05], [5.61, 0.77, 0.70], [6.11, 1.76, -0.12], [5.28, 2.31, -1.09], [-5.33, 2.64, 2.40], [2.64, 3.48, 1.25], [4.75, -3.36, -2.63], [-2.55, 1.97, 3.94], [-0.42, -2.20, 4.52], [5.50, -2.19, -0.68], [5.79, -2.85, -1.86], [3.38, 1.06, -0.24], [0.87, 3.53, 3.37], [0.78, -0.55, 3.05], [3.94, 1.98, -1.14], [-2.33, 2.94, 3.49], [-5.19, 3.33, 0.49], [1.89, 4.46, 3.31], [-1.55, -3.96, 2.79], [-3.55, 0.87, 2.76], [-1.45, 4.58, 0.60], [7.13, 2.09, -0.02], [4.29, 0.38, 0.59], [-2.73, -0.02, -2.74], [2.32, -5.15, 2.74], [-4.30, 4.28, 1.68], [-3.79, -0.81, 3.58], [-0.16, -2.75, -4.08], [0.60, -2.41, -2.96], [4.83, -1.59, 2.27], [-6.06, -1.51, -0.45], [1.70, 3.70, -1.28], [0.45, -3.11, -1.76], [-5.89, 1.06, 1.85], [-0.65, -4.67, -0.77], [2.51, -7.28, 2.71], [-3.19, 4.18, -2.20], [-4.63, -2.26, 0.28], [-4.03, -1.21, -2.84], [3.80, -1.20, 1.29], [3.44, -3.23, -2.21], [6.81, -2.96, -2.19], [-3.11, 2.14, 4.86], [-4.92, 2.23, -1.58], [0.25, 0.81, -2.26], [-1.98, -2.51, 0.80], [-0.10, 1.90, 2.41], [2.10, -7.44, 0.27], [1.74, -4.09, 0.65], [2.00, 5.20, 4.09], [0.94, 1.70, -1.43], [-1.62, 3.38, -2.18], [-5.81, 1.42, 3.57], [1.41, -2.55, -0.30], [-2.60, -1.56, -1.86], [-1.96, -5.27, -2.74], [1.56, 1.05, 0.17], [-2.69, 3.25, 0.06], [-3.08, 2.42, -2.30], [2.76, 4.45, 2.23], [-0.59, 0.43, -4.19], [-0.44, 4.38, 0.26], [2.54, -5.06, 3.80]], "mulliken_charge": [-0.1902, -0.6475, 0.4739, 0.4469, -0.4199, 0.3267, 0.6756, 0.3514, -0.9614, -0.5678, 0.4383, 0.3892, -0.0259, 0.5468, 0.1913, 0.4301, 0.2652, 0.5753, 0.5077, 0.2910, 0.3913, -0.9364, -0.1430, 0.1926, 1.0599, -0.7351, 0.4173, 0.4443, 0.0592, 0.2482, 0.4691, -0.8504, -0.7362, 0.4096, -1.1361, -0.0420, 0.2400, 0.4481, -0.8118, 0.2945, -0.7273, -1.4303, 0.5619, 0.1225, 0.4808, -0.0049, -1.2030, 0.6351, -0.8315, 0.9203, -1.1119, -0.6014, -0.9804, -0.4445, 0.3360, -0.0437, -0.8278, -1.0121, -0.3576, -0.6653, -0.9202, 0.5691, -0.9724, -0.2175, -0.9407, 0.1825, 0.3760, -0.8463, -0.3013, 0.3213, -0.9138, 0.4202, -0.0904, -0.0033, -0.9661, 0.3226, -0.7859, -1.0093, -1.2008, -0.7848, 0.4440, 0.3396, 1.3605, 0.2135, 0.3459, 0.4037, 0.5610, 0.1704, 0.5314, 0.6844, -0.7031, 0.4112, 0.5817, 0.2884, 0.1094, -0.6435, -0.0279, 0.4477, 1.2779, 0.4181, 0.4972, -0.1462, 0.4521, 1.8488, -0.3551, 0.4543, 1.7724, 0.7487, 0.1440, -1.0571, 0.4317, 0.0648, 0.4962]}

***

Entry 2:
{"formula": "C45H55BCl5KN10O4", "method": "ωB97M-V/def2-TZVPD", "homo_energy_ev": -3.070, "fmax_ev_per_a": 1.18, "gap_ha": 0.2577, "charge": -2, "e_lumo_ev": 3.942, "symbols": ["H", "H", "H", "N", "H", "C", "H", "C", "H", "C", "H", "Cl", "C", "H", "C", "K", "C", "H", "N", "H", "C", "H", "H", "C", "H", "C", "N", "C", "C", "C", "H", "H", "C", "N", "H", "H", "H", "C", "H", "Cl", "C", "H", "H", "C", "H", "H", "C", "C", "H", "C", "H", "O", "O", "H", "H", "C", "H", "C", "C", "H", "B", "C", "H", "H", "C", "H", "C", "H", "H", "H", "O", "N", "C", "C", "H", "C", "N", "H", "C", "C", "H", "H", "Cl", "H", "H", "C", "C", "H", "H", "N", "C", "N", "C", "C", "C", "Cl", "H", "C", "H", "H", "O", "C", "H", "C", "H", "C", "H", "Cl", "H", "H", "C", "C", "H", "C", "C", "N", "H", "H", "N", "C", "H"], "coordinates": [[1.23, -5.19, 1.92], [-2.33, 1.59, 1.99], [6.17, 2.72, 3.18], [2.22, 0.02, 2.54], [-3.22, 0.94, 5.80], [0.66, -2.58, -4.35], [0.88, 1.98, -8.34], [1.03, 4.17, 1.00], [-1.24, -6.26, 1.45], [4.17, 0.60, 3.42], [-0.02, -3.15, -6.30], [2.93, 7.68, 0.78], [4.66, 2.48, 1.65], [-2.74, -5.94, 0.56], [-2.39, 2.70, 4.89], [-0.04, 1.09, -0.56], [-3.09, 1.82, 1.23], [2.68, 0.76, -7.20], [-2.83, 0.98, 0.08], [2.28, -1.85, 0.27], [0.80, 3.77, -0.32], [-1.06, 2.51, -3.67], [-3.61, 0.59, -1.80], [1.66, 0.62, -6.88], [5.11, 1.37, -0.14], [-0.27, -1.39, -4.33], [-0.82, 0.63, 3.86], [-1.27, 0.49, 5.10], [3.88, 1.37, 2.28], [-2.30, -1.35, -3.20], [0.22, -5.88, -0.65], [-4.83, -1.50, 0.50], [-2.92, -0.42, 0.48], [0.01, -0.38, 3.62], [-1.45, 1.73, -7.56], [-2.98, 2.87, 0.93], [-4.48, 1.22, 2.82], [2.17, 6.19, 0.36], [3.93, 3.12, 1.13], [0.41, 3.18, 2.27], [0.10, -1.19, 4.69], [-1.98, 0.18, -5.72], [2.87, -0.68, -0.49], [1.74, 5.32, 1.35], [-0.89, -1.06, 6.66], [-2.13, -0.63, 1.21], [-4.51, 1.55, 1.77], [-4.31, -0.71, 1.06], [-0.03, -4.41, -1.60], [-0.27, -0.56, -3.00], [-1.43, 3.21, 4.83], [0.73, 0.00, -2.55], [2.97, -1.62, -0.36], [-1.27, -5.67, -1.59], [-3.75, 2.28, -1.27], [5.65, 1.93, 0.63], [5.83, 4.19, 2.27], [-0.96, 0.29, -6.06], [1.37, -0.25, -5.85], [2.15, -0.79, -5.35], [0.80, -0.49, 2.30], [1.47, -3.03, 2.32], [-1.91, -3.73, -0.15], [-2.53, 2.48, 7.61], [2.24, -4.86, -4.48], [1.37, -5.17, -6.42], [5.38, 3.31, 2.71], [-5.15, 2.44, 1.71], [6.20, 2.74, 0.15], [-2.74, -1.03, -0.40], [-3.46, -1.65, -2.94], [-5.15, 0.49, 0.99], [1.94, 5.86, -0.97], [-5.24, 0.91, -0.40], [2.88, -0.98, 4.30], [-0.71, -0.67, 5.68], [0.76, -1.97, 1.87], [0.30, 0.17, 1.45], [0.62, -3.40, -5.47], [-1.92, -5.47, 1.10], [5.02, 0.64, 4.06], [-5.70, 0.10, -0.96], [2.43, 6.96, -2.22], [2.84, -5.76, -4.52], [-2.33, -4.97, 1.98], [0.91, -4.17, 1.78], [-2.24, 1.44, 5.73], [1.58, -2.25, -2.44], [0.69, -2.08, 4.69], [2.71, 0.99, 1.77], [3.08, -0.24, 3.55], [-1.48, -0.54, -2.49], [1.31, 4.65, -1.26], [0.65, 1.31, -7.52], [-3.83, 1.23, -0.95], [2.07, 5.71, 3.00], [-4.26, -1.01, 2.11], [-0.66, 1.16, -7.09], [6.36, 1.26, 1.11], [-5.90, 1.79, -0.45], [-1.98, 2.25, -3.71], [-1.79, 1.82, 7.14], [2.93, -4.28, -2.53], [0.05, -0.44, -5.45], [2.31, -2.91, 2.97], [1.41, -4.54, -5.54], [-1.66, 0.94, 7.76], [1.14, 4.20, -2.92], [-2.70, 2.45, 3.88], [4.68, 3.63, 3.48], [-0.53, -5.15, -0.98], [2.29, -4.04, -3.36], [-0.84, 2.35, 7.09], [-1.18, -4.46, 0.22], [1.51, -2.90, -3.30], [-1.65, -1.81, -4.34], [-3.12, 3.38, 5.33], [-2.01, 1.40, -3.24], [-0.23, -2.38, 1.09], [-0.17, -3.70, 1.01], [-1.95, -2.65, -4.81]], "mulliken_charge": [0.4693, -0.7152, 0.3355, 1.7133, 0.2126, -0.6805, 0.3904, 0.7071, 0.3138, -1.3471, 0.4584, -0.2576, 1.5193, 0.4664, -1.1441, -0.0891, 0.2749, 0.4028, 1.0163, 0.1773, -1.6992, 0.3706, -0.2699, -0.8896, 0.3270, 3.8893, -0.3575, 0.1512, -0.1880, -0.6145, 0.3556, 0.2850, 1.6608, 0.7476, 0.4076, 0.4604, 0.3598, 0.5142, -0.2106, 0.0348, -0.0994, 0.2514, 0.2237, -0.2122, 0.3858, -1.0207, -0.6022, -1.0440, 0.0617, -0.2522, 0.3008, -1.0768, -0.7769, 0.4550, 0.4618, -1.5427, 0.4398, -0.2671, -0.0836, 0.4851, 1.3135, -0.0979, -0.0976, 0.4311, -0.3493, 0.3724, -1.7784, 0.2362, 0.4183, -0.6510, -0.8083, -0.2603, -0.4071, -1.0021, 0.4741, -2.0530, 0.7237, -1.3047, -0.0751, -1.8117, 0.3625, 0.4108, -0.2371, 0.3855, 0.3864, -1.5387, 1.1101, 0.6985, 0.5634, -0.3757, -0.3209, 0.8569, 0.6194, -0.4479, -0.1700, -0.1987, 0.4261, -0.8857, 0.3572, 0.3030, -0.7033, -1.5403, 0.5041, -0.9836, 0.5381, -0.9253, 0.3685, -0.2652, -0.0618, 0.3676, -1.3235, -0.7153, 0.3138, 1.2473, -0.4786, -0.0254, 0.4745, 0.1011, -0.3782, -0.0291, 0.2919]}